84
Properties=species:S:1:pos:R:3:forces:R:3:mulliken_charge:R:1 method="wB97M-V/def2-TZVPD" largest_force_ev_per_a=4.3 orbital_gap_ev=5.95 energy_ha=-2506.8225 total_charge=-1 homo_ev=-4.744 de_lowest_kcal_mol=29.8 multiplicity=1
C -6.005116 1.787764 4.590159 0.14 0.30 0.02 -1.2201
C -5.736557 3.006690 3.687246 0.39 -0.63 0.90 -0.3049
C -4.271380 3.026678 3.272089 -0.23 0.41 -0.22 -0.7823
C -3.951545 3.938559 2.090326 0.44 -0.89 0.03 -0.9157
C -2.651680 3.458315 1.431711 -0.52 0.04 -0.55 0.3094
C -2.022414 4.516857 0.541770 0.58 -0.01 0.00 -0.8717
C -0.807712 4.090695 -0.339564 -0.25 0.15 0.99 -0.7384
C -0.345680 2.634464 -0.255024 0.77 0.62 -1.55 0.2062
C 0.501821 2.269644 -1.515386 -0.69 -0.22 0.30 -0.8189
C -0.033903 1.030252 -2.241409 0.85 -0.26 -0.15 -1.0631
C 1.086381 0.154817 -2.875558 -1.38 -0.14 0.42 -0.6063
C 1.203160 -1.190707 -2.148740 0.40 0.02 0.01 -0.9553
C 0.407617 -2.305915 -2.809861 0.51 -0.18 -0.22 -0.7252
C 1.036066 -2.819822 -4.117775 -0.67 0.17 0.56 0.0139
C 0.453638 -4.191379 -4.507696 0.18 0.94 -0.88 -1.0346
Nb 0.415038 -4.576048 -6.712212 -1.09 -0.19 -0.87 -0.3270
C -1.694880 -5.401984 -6.482049 0.44 -1.13 -0.14 -1.1862
N -2.136945 -6.243664 -7.628571 0.13 -0.24 0.21 -0.2717
C -1.385682 -7.507292 -7.699172 -0.57 0.43 0.06 -0.7805
O 0.360968 -4.665097 -8.824599 0.37 -0.02 1.27 -0.7161
C -0.552004 -3.983768 -9.345651 -3.24 1.89 -2.13 0.6762
N -1.446156 -3.380416 -9.848875 2.47 -1.49 1.19 -0.5840
H -6.356736 0.928018 4.031388 -0.06 -0.17 -0.08 0.2961
H -5.083085 1.507502 5.090735 0.19 -0.15 0.08 0.3183
H -6.706850 2.015827 5.384977 -0.35 -0.05 0.00 0.3668
H -5.964363 3.878822 4.291300 -0.15 0.45 -0.27 0.2664
H -6.377086 2.966578 2.815657 -0.21 0.20 -0.20 0.3478
H -3.639694 3.318509 4.109022 0.03 -0.02 0.28 0.2919
H -3.973008 2.007616 3.034241 0.05 -0.20 -0.24 0.4560
H -4.741529 3.809346 1.355421 -0.26 0.39 -0.15 0.3888
H -3.886165 4.982322 2.384680 -0.10 0.20 0.09 0.3825
H -1.975963 3.030657 2.170254 0.06 0.38 -0.14 -0.0562
H -2.951878 2.632637 0.787826 0.07 -0.32 0.01 0.2700
H -2.771187 4.927854 -0.130476 -0.36 0.00 0.02 0.2433
H -1.718803 5.345517 1.180998 0.04 0.18 0.06 0.3627
H 0.036722 4.694276 -0.014836 0.22 0.17 -0.14 0.2472
H -1.000048 4.389192 -1.363420 -0.11 -0.16 -0.30 0.4757
H -1.163188 1.929969 -0.235751 -0.25 -0.09 0.46 0.3175
H 0.321440 2.541688 0.587679 -0.31 -0.38 0.57 -0.3564
H 1.545760 2.129794 -1.249064 0.15 -0.10 0.10 0.5101
H 0.466999 3.088571 -2.226585 0.19 0.29 -0.08 0.2789
H -0.579154 0.384104 -1.559376 -0.17 0.01 0.23 0.5001
H -0.743684 1.335854 -3.003477 -0.18 0.11 -0.12 0.3128
H 2.025186 0.692661 -2.884267 0.20 0.13 -0.20 0.5061
H 0.746150 -0.065076 -3.880873 0.50 0.05 -0.44 0.2667
H 2.253184 -1.479010 -2.100701 0.15 -0.22 -0.07 0.4462
H 0.886307 -1.110460 -1.109262 -0.05 0.28 0.19 0.4012
H -0.606897 -1.967713 -3.018923 -0.26 -0.03 0.10 0.2775
H 0.356669 -3.157201 -2.133805 -0.18 -0.10 0.23 0.4428
H 2.106759 -2.883095 -3.949902 0.28 -0.07 -0.28 0.3037
H 0.835173 -2.088007 -4.891892 0.26 0.09 -0.23 0.1800
H 1.030670 -4.936900 -3.964669 -0.16 -0.47 -0.08 0.3458
H -0.583053 -4.211260 -4.168080 -0.19 -0.23 0.08 0.4089
H 1.098315 -6.266575 -6.476235 0.59 -0.06 0.17 -0.0088
H 2.161448 -3.971298 -6.742707 0.23 -0.36 0.43 0.0076
H -0.162139 -2.829476 -6.873667 0.44 0.35 0.19 0.0817
H -2.368549 -4.544760 -6.433336 0.09 0.32 0.11 0.3403
H -1.818213 -6.004096 -5.569648 -0.02 0.26 0.34 0.5830
H -3.080170 -6.536170 -7.411738 -0.25 0.24 -0.18 0.2506
H -0.569852 -7.448630 -8.411329 0.34 0.10 0.08 0.1815
H -1.026856 -7.778473 -6.705136 0.31 -0.27 0.01 0.2693
H -2.064575 -8.282467 -8.047636 -0.04 -0.20 -0.11 0.3566
C 1.125683 0.262798 5.400593 -0.11 -0.39 -0.18 -0.3380
C 2.394907 0.569900 4.638691 0.27 0.11 0.34 -0.0978
O 1.961181 1.375128 3.532359 -0.32 -0.14 0.00 -0.3444
S 0.712544 2.268896 3.978527 0.23 -0.39 0.14 1.1125
O 1.168772 3.563682 4.331518 -0.11 0.23 0.03 -0.6514
O -0.327691 2.080213 3.036058 0.16 0.01 0.08 -0.5254
O 0.362460 1.476908 5.326412 0.24 0.16 -0.02 -0.3652
H 0.553641 -0.534623 4.922515 0.01 0.01 -0.01 0.2868
H 1.315972 0.002105 6.437903 -0.07 0.20 0.07 0.3066
H 2.894072 -0.325429 4.279214 -0.05 0.06 -0.23 0.3743
H 3.088291 1.158193 5.239486 0.00 -0.03 0.03 0.0843
C 5.912872 2.655476 6.811481 -0.16 0.23 0.32 -0.3217
C 7.127859 2.099298 7.522298 0.30 0.04 -0.33 -0.3814
O 6.707626 0.807829 7.985415 -0.35 0.09 0.06 -0.3049
S 5.666861 0.174431 6.947408 0.28 0.50 0.04 1.1163
O 6.353356 -0.705780 6.078883 -0.11 -0.24 -0.14 -0.5435
O 4.506461 -0.223050 7.656549 -0.10 -0.21 0.05 -0.5304
O 5.344889 1.522666 6.140096 0.26 -0.12 -0.01 -0.2513
H 5.176636 3.043101 7.518002 0.02 0.01 0.00 0.2901
H 6.165442 3.427396 6.090415 -0.06 -0.14 -0.17 0.3104
H 7.440974 2.713246 8.361351 -0.07 -0.17 0.16 0.3114
H 7.966101 1.962327 6.836279 -0.01 0.04 0.00 0.2979